(1)
This record from the Open Molecules 2025 dataset describes a structure of composition C25H23MnN3O9S3 at a distorted geometry. The level of theory is ωB97M-V/def2-TZVPD.

Calculated values
frontier orbital gap (spin up / spin down)	0.2614 / 0.2839	Eh
expectation value of S²	6.05
F_max	2.72	eV/Å
spin multiplicity	5
ΔE to the lowest compared entry with this formula, charge and spin	0.111	eV
total charge	-1
E_HOMO (spin up / spin down)	-5.545 / -5.588	eV
LUMO level (spin up / spin down)	1.57 / 2.14	eV

Last column: natural (NBO) charge in e.
Geometry (Å):
Mn  11.0306  8.4350  15.8226  1.643
S  12.2743  11.2322  16.8259  2.432
S  9.3425  8.0039  18.1961  2.354
S  11.0856  9.6051  12.8285  2.333
O  13.2711  10.4944  17.5791  -0.991
O  8.8622  8.8717  17.1680  -0.957
O  11.1940  4.8354  14.2750  -0.642
O  10.1563  10.5394  13.4117  -0.943
O  10.6127  6.5373  15.5880  -0.767
O  11.2650  10.3071  16.1586  -1.027
O  12.3292  10.1431  12.3214  -0.979
O  9.0992  8.4082  19.5434  -0.936
O  11.5371  12.1438  17.6253  -0.970
N  10.8998  7.9025  17.8303  -0.952
N  13.1244  7.8049  16.3958  -0.492
N  11.2997  8.3654  13.8147  -1.046
C  10.3192  8.8126  11.4706  -0.284
C  11.6017  6.9744  13.4049  -0.339
C  15.3667  7.0551  15.9855  -0.272
C  7.3310  3.9669  18.0044  -0.200
C  13.0195  5.7841  20.0264  -0.173
C  13.0045  12.0270  15.4794  -0.907
C  8.5982  6.3995  18.0108  -0.359
C  11.0877  8.2420  10.4737  -0.200
C  10.5772  7.2441  9.6392  -0.217
C  8.5122  5.7010  9.1134  -0.629
C  14.1730  5.6641  19.2546  -0.253
C  11.9101  7.1482  18.3630  0.186
C  11.1020  6.0170  14.5032  0.792
C  8.4469  7.5653  10.7052  -0.205
C  13.0869  7.0760  17.5733  0.212
C  14.2226  6.2983  18.0003  -0.088
C  6.5692  5.0754  18.1074  -0.234
C  9.3349  5.2404  17.8072  -0.106
C  11.8806  6.4811  19.5882  -0.264
C  15.3284  6.2951  17.1161  -0.115
C  8.9897  8.5167  11.5625  -0.201
C  9.2344  6.8836  9.7535  -0.019
C  7.1950  6.3596  18.0423  -0.155
C  8.7247  4.0169  17.8352  -0.231
C  14.2357  7.8548  15.6888  0.093
H  6.9036  2.9670  18.1297  0.201
H  7.4304  7.2382  10.8474  0.204
H  14.9585  4.9801  19.6024  0.209
H  16.1446  5.6359  17.4433  0.207
H  8.5628  5.6987  8.0123  0.213
H  13.6662  12.7891  15.8570  0.237
H  11.1331  6.6556  12.4318  0.230
H  8.9622  4.7067  9.4654  0.223
H  12.1128  8.4635  10.4480  0.234
H  11.2112  6.6699  8.9351  0.211
H  8.3920  8.9754  12.3541  0.245
H  6.5883  7.2736  17.9439  0.234
H  5.5156  5.0052  18.2579  0.209
H  10.3850  5.3428  17.6405  0.236
H  10.9326  6.5882  20.1138  0.237
H  12.6726  6.7824  13.3751  0.205
H  12.2145  12.3702  14.7988  0.266
H  9.1826  3.0782  17.6246  0.215
H  12.9562  5.2795  20.9976  0.210
H  7.4459  5.6972  9.4021  0.215
H  13.6037  11.2571  14.9815  0.240
H  14.1948  8.4959  14.8420  0.207
H  16.2295  7.0122  15.3579  0.220

=====

(2)
This record from the Open Molecules 2025 dataset describes a structure of composition C37H40Br2F4HgN3O5PSb. The level of theory is ωB97M-V/def2-TZVPD.

Calculated values
frontier orbital gap (spin up / spin down)	0.1204 / 0.2296	Eh
expectation value of S²	0.76
F_max	0.73	eV/Å
spin multiplicity	2
ΔE to the lowest compared entry with this formula, charge and spin	0.409	eV
total charge	-2
E_HOMO (spin up / spin down)	0.374 / -2.600	eV
LUMO level (spin up / spin down)	3.65 / 3.65	eV

Last column: Löwdin spin population.
Geometry (Å):
Hg  -0.4177  -0.3444  0.2261  0.001
Sb  2.1876  -1.6419  1.9825  0.000
Br  -4.0983  -1.6768  -0.1823  0.001
Br  1.4885  1.2233  -2.8224  0.001
P  -1.5676  1.7635  -1.8500  0.001
F  1.1488  5.6340  -5.5339  0.000
F  -2.8076  4.0940  -3.5712  0.000
F  2.4893  3.5142  -4.5551  0.000
F  -1.5111  5.8875  -5.0799  0.000
O  -1.8619  -1.6858  4.0985  0.000
O  -0.9855  -1.7913  2.0365  0.001
O  -0.6753  2.8634  3.1238  0.000
O  1.6826  -2.9452  -2.5149  0.075
O  1.0721  -1.3394  -1.0941  0.017
N  -1.5781  -2.0289  -1.2685  0.219
N  1.4201  1.8269  0.4716  0.000
N  -0.9990  0.9943  1.8168  0.000
C  -2.7038  0.8476  -2.9561  0.002
C  0.8004  -2.3340  -1.8849  0.060
C  3.7070  -4.3338  2.8975  0.000
C  -2.8131  -2.5009  -1.3441  0.035
C  -4.0349  1.1625  -3.2035  0.001
C  -3.9332  4.4881  1.0227  0.000
C  5.3966  -1.1697  2.0060  0.000
C  2.4001  -0.8494  4.0411  0.000
C  -2.1876  4.2171  -0.6073  0.000
C  -2.2878  -4.1812  -2.9699  0.185
C  -2.8553  -0.9853  -4.5213  0.001
C  -4.3630  3.1974  0.7601  0.000
C  -2.6099  2.9136  -0.8784  0.000
C  -3.2626  -3.5197  -2.1385  0.136
C  0.5120  4.7298  -4.7717  0.000
C  0.5385  2.7343  -3.4370  0.001
C  1.2205  -4.1415  3.3480  0.000
C  -3.7057  2.4151  -0.1791  0.000
C  -0.6165  -2.7197  -2.0298  0.205
C  -2.8445  4.9984  0.3300  0.000
C  2.5729  0.6667  3.9588  0.000
C  -0.9760  -3.7705  -2.8721  0.022
C  -4.1869  -0.6703  -4.7582  0.002
C  -1.7905  0.3339  2.8534  0.000
C  3.4257  -1.4742  4.9843  0.000
C  1.1907  3.6477  -4.2490  0.000
C  -0.8144  2.8829  -3.1192  0.000
C  2.3709  -3.7854  2.4043  0.000
C  -1.4851  3.9376  -3.7270  0.000
C  4.3583  -2.1939  -0.0706  0.000
C  -0.8399  4.8639  -4.5263  0.000
C  -2.1189  -0.2304  -3.6231  0.004
C  4.1706  -1.2255  1.0999  0.000
C  -1.5196  -1.1829  3.0190  0.000
C  0.4727  2.7841  1.0504  0.000
C  -4.7724  0.4006  -4.0998  0.001
C  -0.4693  2.1793  2.1052  0.000
H  4.0115  -0.2297  0.6699  0.000
H  4.5174  -4.1428  2.1933  0.000
H  -5.1992  2.7795  1.3075  0.000
H  5.2196  -1.8955  -0.6832  0.000
H  4.5449  -3.2126  0.2790  0.000
H  -1.6079  0.8097  3.8139  0.000
H  -5.8143  0.6442  -4.2764  0.000
H  2.6619  1.1022  4.9617  0.000
H  2.1634  -4.2172  1.4208  0.000
H  6.2994  -0.9559  1.4148  0.000
H  2.0990  1.5403  1.1663  0.000
H  3.6359  -5.4225  3.0290  0.000
H  -1.0930  -0.5051  -3.4078  0.002
H  -0.1855  -4.2554  -3.4301  -0.003
H  4.4379  -1.4390  4.5792  0.000
H  1.9312  2.2336  -0.3018  0.000
H  3.4776  0.9445  3.4049  0.000
H  -4.7710  -1.2743  -5.4423  0.000
H  3.9918  -3.9083  3.8591  0.000
H  5.5594  -2.1196  2.5200  0.000
H  1.3959  -3.7372  4.3501  0.000
H  -4.3038  -3.8064  -2.1237  0.008
H  1.1203  -5.2301  3.4423  0.000
H  -0.1454  3.1708  0.2374  0.000
H  -2.8615  0.4355  2.6364  0.000
H  1.7096  1.1411  3.4879  0.000
H  3.1826  -2.5129  5.2066  0.000
H  3.4777  -2.2191  -0.7203  0.000
H  -4.0340  1.3990  -0.3503  0.000
H  -4.4996  1.9998  -2.6979  0.000
H  -2.3973  -1.8388  -5.0015  0.002
H  -2.4884  6.0008  0.5349  0.000
H  3.4351  -0.9303  5.9401  0.000
H  0.2668  -3.7354  2.9988  0.000
H  0.9518  3.6365  1.5382  0.000
H  -1.3289  4.6306  -1.1252  0.000
H  5.3099  -0.3881  2.7635  0.000
H  -2.5780  -5.0040  -3.6126  0.016
H  1.4009  -1.0522  4.4403  0.000
H  -4.4263  5.0853  1.7798  0.000

=====

(3)
This record from the Open Molecules 2025 dataset describes a structure of composition C44H61BrFN5PSeSiW at a distorted geometry. The level of theory is ωB97M-V/def2-TZVPD.

Calculated values
frontier orbital gap (spin up / spin down)	0.2392 / 0.2142	Eh
expectation value of S²	2.18
F_max	1.54	eV/Å
spin multiplicity	3
ΔE to the lowest compared entry with this formula, charge and spin	2.763	eV
total charge	-1
E_HOMO (spin up / spin down)	-4.223 / -4.164	eV
LUMO level (spin up / spin down)	2.28 / 1.67	eV

Last column: Löwdin spin population.
Geometry (Å):
W  -0.7772  0.0665  -0.0802  1.067
Br  -4.7798  5.9857  2.4604  0.071
Se  -2.4190  -1.9021  -0.5903  0.019
P  1.9388  -4.1887  -2.4489  0.000
Si  2.0669  -2.3823  0.1801  0.006
F  -1.4646  -0.5607  2.4930  0.023
N  -4.3393  -1.3857  1.6655  0.001
N  1.7568  -3.1068  -1.3677  0.001
N  -0.8345  0.4281  -2.0822  -0.017
N  0.7279  -0.6331  0.8849  0.018
N  -2.3154  1.3627  -0.3516  -0.046
C  0.5217  -4.8529  -4.9287  0.000
C  -0.0078  0.4075  -4.3309  -0.023
C  2.0287  -6.1706  -0.4529  0.000
C  -1.3018  0.7275  -4.8378  -0.003
C  -2.3391  3.7552  -0.0058  0.213
C  -0.7235  1.9879  1.1103  0.055
C  -2.3100  0.9508  -3.9639  -0.008
C  -3.1234  2.2623  1.8076  0.213
C  4.5813  -4.9010  -1.9226  0.000
C  1.3751  3.5416  -2.5168  0.002
C  4.2576  -2.8516  -3.2651  0.000
C  -0.0247  4.1240  2.2057  0.001
C  1.0331  -0.5140  5.1013  -0.006
C  0.6922  5.6781  -1.6858  0.001
C  0.6406  3.7505  -0.2148  0.004
C  -3.5982  -1.5750  0.8006  0.008
C  1.1468  4.8936  -2.7339  0.002
C  0.4486  5.1117  -0.4413  0.004
C  3.7355  -4.2881  -3.0481  0.000
C  0.8683  -3.7353  -3.9349  0.000
C  -2.1762  2.4237  0.6567  0.052
C  2.1823  -0.5420  4.3247  0.001
C  -0.2513  -0.5602  3.1082  0.002
C  -0.4380  -3.1192  -3.4065  0.000
C  1.5633  -2.6322  -4.7400  0.000
C  -0.2101  -0.5245  4.4821  0.002
C  -3.7920  4.5595  1.7209  0.302
C  -0.0888  -5.9570  -1.6650  0.000
C  -3.0842  4.7587  0.5188  0.002
C  2.1037  -0.5762  2.9398  -0.004
C  1.7132  2.5031  1.6147  0.003
C  -2.8670  1.4528  -1.5731  -0.032
C  3.5628  -3.1298  1.1975  0.000
C  3.0901  -0.8590  -0.4136  0.005
C  0.3790  3.0914  1.1388  0.007
C  1.4410  -5.9212  -1.8514  0.000
C  -3.8357  3.2889  2.3328  0.005
C  -2.0613  0.9164  -2.5596  -0.017
C  0.1664  0.2310  -2.9998  0.017
C  0.8711  -0.5799  2.2758  0.012
C  4.0146  -5.0986  -4.3216  0.000
C  1.1341  2.9853  -1.2702  0.010
C  0.7227  -3.3201  1.2402  0.000
C  1.8559  -7.1079  -2.7307  0.000
H  4.1700  -2.5398  -4.3036  0.000
H  3.8204  -6.1618  -4.1994  0.000
H  0.8244  0.2491  -5.0005  -0.001
H  0.0738  5.7399  0.3560  0.000
H  -0.0793  -4.4139  -5.7311  0.000
H  -0.7781  1.6532  2.1528  0.004
H  2.9228  -7.3159  -2.6426  0.000
H  -1.0945  -3.8453  -2.9349  0.000
H  3.3201  -3.0830  2.2629  0.000
H  1.0984  -0.4868  6.1812  0.000
H  1.3364  1.9334  -1.1127  0.007
H  -0.0690  -5.6496  -4.4873  0.000
H  -1.4631  0.8029  -5.9053  0.000
H  4.0006  -1.2261  -0.8985  0.000
H  -4.4687  3.1356  3.1970  -0.005
H  5.0759  -4.9893  -4.5686  0.000
H  1.3287  -8.0000  -2.3776  0.000
H  1.1951  -3.8974  2.0416  0.000
H  -0.3348  -6.8290  -1.0530  0.000
H  -0.1284  3.6088  3.1626  0.000
H  2.4661  3.2961  1.6309  0.000
H  2.5539  -0.2174  -1.1181  0.002
H  -1.8386  3.8919  -0.9537  0.008
H  -3.7987  1.9705  -1.7733  0.000
H  1.5816  -7.0920  -0.0654  0.000
H  0.8332  -2.2062  -5.4327  0.000
H  -3.3059  1.2128  -4.2979  0.000
H  -0.2265  -2.3348  -2.6819  0.001
H  3.4519  -4.7440  -5.1814  0.000
H  0.5194  6.7374  -1.8344  0.000
H  2.3972  -3.0069  -5.3296  0.000
H  1.6187  -6.9831  -3.7850  0.000
H  4.4074  -5.9705  -1.8130  0.000
H  1.3287  5.3302  -3.7082  0.000
H  1.1044  -0.1109  -2.5798  0.003
H  -0.0733  -2.7323  1.6931  0.000
H  -1.1382  -0.5108  5.0382  0.001
H  1.6114  2.1107  2.6276  0.000
H  0.7441  4.8928  2.3224  0.000
H  5.6368  -4.7716  -2.1785  0.000
H  1.9161  -1.8285  -4.0993  0.000
H  -0.9729  4.6160  1.9897  0.002
H  -0.9766  -2.6767  -4.2499  0.000
H  -0.4567  -5.0727  -1.1471  0.000
H  3.1070  -6.3100  -0.4543  0.000
H  3.7380  -2.1312  -2.6384  0.000
H  -3.1971  1.2642  2.2252  0.011
H  4.5206  -2.6255  1.0393  0.000
H  3.7006  -4.1938  0.9770  0.000
H  1.7846  -5.3730  0.2369  0.000
H  3.4032  -0.2204  0.4166  0.000
H  1.4013  -5.2987  -5.3911  0.000
H  5.3183  -2.8175  -3.0030  0.000
H  -3.1554  5.7124  0.0105  -0.006
H  3.1566  -0.5347  4.7976  0.000
H  1.7365  2.9135  -3.3207  0.000
H  4.4048  -4.4118  -0.9640  0.000
H  3.0110  -0.5925  2.3531  0.000
H  -0.6300  -6.0582  -2.6017  0.000
H  0.2183  -4.0239  0.5810  0.000
H  2.0670  1.6963  0.9751  0.001